{"formula": "C14H18N2O5", "method": "ωB97M-V/def2-TZVPD", "symbols": ["C", "C", "C", "C", "C", "C", "C", "C", "C", "C", "C", "C", "C", "C", "H", "H", "H", "H", "H", "H", "H", "H", "H", "H", "H", "H", "H", "H", "H", "H", "H", "H", "N", "N", "O", "O", "O", "O", "O"], "xyz": [[0.706, -1.679, 0.155], [-0.751, -1.600, 0.700], [1.323, -0.310, 0.386], [2.795, -0.002, -0.059], [3.845, -0.852, 0.548], [3.214, 1.028, -0.843], [5.184, -0.759, 0.300], [4.555, 1.129, -1.116], [5.531, 0.278, -0.555], [-2.989, -0.584, 0.284], [-3.906, -0.276, -1.037], [-3.047, 0.630, 1.330], [-1.791, 1.395, 1.644], [-0.962, 1.960, 0.400], [0.696, -1.296, -1.797], [0.052, -2.809, -1.483], [1.215, -2.400, 0.765], [0.819, 0.488, -0.184], [1.161, 0.021, 1.442], [3.470, -1.477, 1.301], [2.618, 1.934, -1.296], [5.918, -1.456, 0.838], [4.868, 2.016, -1.766], [6.582, 0.322, -0.853], [-1.327, -0.413, -0.871], [-3.500, -1.476, 0.737], [-3.697, 1.329, 0.803], [-3.428, 0.215, 2.237], [-1.969, 2.194, 2.273], [-1.088, 0.834, 2.191], [0.096, 2.585, 1.932], [-2.896, 1.264, -1.381], [0.727, -2.096, -1.205], [-1.674, -1.015, -0.179], [-1.079, -1.986, 1.806], [-4.701, -1.088, -1.373], [-1.305, 2.013, -0.817], [0.200, 2.396, 0.986], [-3.767, 0.883, -1.604]], "e_homo_ev": -9.1, "homo_lumo_gap_ev": 9.06, "lumo_ev": 0.0, "e_above_lowest_kj_mol": 288.96, "molar_mass_da": 294.307, "max_force_ev_per_a": 5.0, "smiles": "N[C@@H](Cc1ccccc1)C(=O)N[C@@H](CCC(=O)O)C(=O)O"}